Here is C47H47BiN3O2P2S2Si as an isolated structure in a non-equilibrium geometry from the Open Molecules 2025 dataset. Energies are from wB97M-V/def2-TZVPD.

```
105
Properties=species:S:1:pos:R:3:forces:R:3:mulliken_charge:R:1
Bi -0.52562 1.03959 1.06171 0.1 0.5 -0.9 0.46
C -0.39545 4.20630 -0.78569 0.1 0.0 -0.2 -0.99
C -1.38380 4.26760 0.31384 -0.3 0.9 0.0 -0.05
N -1.70073 3.28685 1.09674 0.2 -0.3 -0.1 1.49
C -2.65595 3.62542 2.01517 -0.5 1.1 0.1 -1.16
C -3.07886 4.91884 1.91209 0.2 -0.1 -0.2 -0.36
S -2.25786 5.73243 0.64719 0.2 -0.7 0.1 -0.26
C -3.21229 2.69722 2.98794 -1.1 0.2 0.5 -0.29
C -4.53071 2.70583 3.34943 0.2 -0.1 0.1 -0.54
S -4.85852 1.47974 4.49254 0.8 0.1 -0.2 -0.25
C -3.15826 1.04941 4.44127 -0.9 -0.1 0.1 0.59
N -2.46529 1.76030 3.62850 0.7 0.2 0.1 0.10
C -2.62404 -0.03742 5.28990 0.0 -0.1 0.2 -1.19
H 0.30553 3.39006 -0.62324 0.1 -0.1 -0.1 -0.20
H 0.14608 5.14798 -0.85904 0.1 0.0 0.0 0.65
H -0.90894 4.05069 -1.73678 0.1 -0.1 0.0 0.41
H -3.80110 5.42477 2.51956 -0.1 0.1 0.2 0.59
H -5.31232 3.34293 2.99670 -0.2 0.2 -0.2 0.51
H -2.29540 0.37158 6.24541 0.1 -0.1 0.1 0.36
H -1.77660 -0.51544 4.80604 0.0 0.0 0.0 0.02
H -3.39867 -0.77246 5.48346 0.0 -0.2 0.1 0.46
C 0.73401 -2.79787 3.08320 -0.2 -0.2 0.1 -0.89
C -0.46151 -3.51165 3.18016 0.2 0.4 -0.1 -1.15
C -1.62078 -2.93323 2.71757 0.0 0.1 -0.2 -1.13
C -1.59011 -1.65591 2.14313 0.7 -0.6 0.4 1.57
N -0.41625 -0.99976 2.04002 -0.5 -0.9 0.5 1.16
C 0.70622 -1.55313 2.50097 0.0 0.0 0.2 -0.82
C -2.77059 -0.97299 1.65129 -0.7 0.6 -0.4 -0.15
C -4.02056 -1.60049 1.58400 0.3 0.0 0.0 -0.72
C -5.11087 -0.92897 1.07843 -0.1 0.1 -0.1 -1.11
C -4.96476 0.36556 0.59832 0.0 -0.1 0.0 -1.15
C -3.72955 0.98281 0.63937 0.1 0.0 -0.1 -0.38
C -2.63240 0.35025 1.20671 0.0 -0.6 0.0 0.60
H 1.65800 -3.20951 3.45294 0.1 0.1 0.0 0.69
H -0.48348 -4.49619 3.62196 0.0 -0.1 0.0 0.49
H -2.55421 -3.46895 2.78254 0.0 0.0 0.1 0.53
H 1.59961 -0.95636 2.40473 0.2 0.0 0.0 0.34
H -4.14189 -2.62512 1.89728 0.0 -0.1 0.1 0.41
H -6.07235 -1.41241 1.02853 -0.1 -0.1 0.0 0.44
H -5.81592 0.88373 0.18318 -0.1 0.1 -0.1 0.51
H -3.62868 1.97608 0.22367 0.0 0.1 0.0 0.56
O 1.57730 1.23612 -1.17704 0.1 0.5 0.7 0.07
P 1.65522 0.63818 -2.52019 0.3 -0.6 -1.4 0.54
C 2.43136 -1.02849 -2.53546 -0.5 0.2 0.4 -1.47
P 1.38781 -2.12894 -1.45810 1.1 -0.6 -0.3 1.57
O 0.18728 -1.47186 -0.91434 -0.8 0.3 0.2 0.13
C 2.49587 -2.70363 -0.12558 -0.3 0.0 -0.6 0.23
C 3.39565 -1.83296 0.47308 0.1 0.0 -0.1 -0.54
C 4.17334 -2.26563 1.53421 0.0 0.1 0.1 -0.57
C 4.04451 -3.56186 2.00861 0.1 0.0 0.0 -0.52
C 3.12605 -4.42309 1.42960 0.0 -0.1 0.0 -0.89
C 2.34778 -3.99088 0.37082 -0.1 -0.1 -0.1 -0.64
C 1.03313 -3.55299 -2.53159 0.1 0.3 0.3 0.05
C 2.05880 -4.30064 -3.10051 0.0 0.1 0.1 -0.42
C 1.75723 -5.34611 -3.95384 0.2 0.0 0.0 -0.74
C 0.43435 -5.64474 -4.24394 0.0 0.0 0.0 -0.46
C -0.58845 -4.89560 -3.68538 0.0 -0.1 -0.1 -0.69
C -0.28975 -3.85162 -2.82550 -0.1 0.2 0.1 -0.46
C 0.05887 0.35497 -3.34444 0.3 0.2 0.2 0.67
C -1.08406 0.86792 -2.75137 0.0 0.0 0.0 0.46
C -2.32000 0.67549 -3.34030 -0.1 0.1 0.0 -0.73
C -2.42465 -0.05379 -4.51325 0.0 -0.1 0.0 -0.76
C -1.28642 -0.57896 -5.10118 0.0 0.0 -0.1 -0.77
C -0.04597 -0.35598 -4.53383 0.1 0.0 0.1 -0.67
C 2.62616 1.68853 -3.64827 -0.3 -0.2 0.3 0.68
C 3.07576 1.31251 -4.90748 0.0 -0.1 0.0 -0.40
C 3.78682 2.21377 -5.67866 0.1 0.0 -0.1 -0.76
C 4.04913 3.48920 -5.20590 0.0 0.0 0.0 -0.53
C 3.59138 3.87375 -3.95711 0.1 0.1 -0.1 -0.69
C 2.87899 2.97443 -3.18607 0.0 0.0 0.2 -0.45
H 3.46214 -0.96603 -2.18422 0.0 0.1 0.0 0.70
H 2.44180 -1.42857 -3.54817 0.0 0.0 0.0 0.69
H 3.47891 -0.81570 0.11674 0.1 0.2 0.0 0.41
H 4.87919 -1.59033 1.99802 0.0 0.0 0.0 0.48
H 4.66410 -3.89249 2.82919 0.0 -0.1 0.1 0.41
H 3.00581 -5.42998 1.80176 0.0 -0.1 0.1 0.42
H 1.61299 -4.65119 -0.07114 0.0 -0.1 0.0 0.51
H 3.08526 -4.05662 -2.86456 0.2 -0.1 0.0 0.44
H 2.55485 -5.92276 -4.39923 0.0 -0.1 0.0 0.43
H 0.20625 -6.47399 -4.89635 0.0 0.0 -0.1 0.41
H -1.61605 -5.12314 -3.92714 -0.1 0.0 0.0 0.45
H -1.06964 -3.25589 -2.37274 -0.1 0.1 0.0 0.37
H -0.99159 1.39505 -1.81421 0.0 0.1 0.1 0.22
H -3.20236 1.09130 -2.87946 -0.1 0.0 0.1 0.50
H -3.38865 -0.22039 -4.96915 -0.1 0.0 0.0 0.42
H -1.36083 -1.16532 -6.00443 0.0 0.0 -0.1 0.49
H 0.83090 -0.73719 -5.03442 0.1 -0.1 0.0 0.16
H 2.88176 0.32351 -5.29480 0.0 -0.1 0.0 0.21
H 4.14618 1.92514 -6.65451 0.0 -0.1 -0.1 0.42
H 4.61694 4.17984 -5.80929 0.0 0.1 -0.1 0.40
H 3.79575 4.86812 -3.58870 0.0 0.1 0.0 0.44
H 2.51584 3.24921 -2.20674 0.0 0.0 0.1 0.28
C 0.33361 4.02614 3.26472 -0.1 -0.6 -0.1 -1.29
Si 0.60693 2.13762 3.18757 0.8 0.6 0.9 0.93
C 2.46391 1.96732 2.70734 -0.6 -0.1 0.1 -1.21
C 0.43588 1.48148 4.96897 0.0 0.1 -0.6 -1.36
H 1.01398 4.44719 3.99666 0.2 0.0 0.2 0.52
H -0.67149 4.28166 3.57811 -0.2 0.1 0.0 0.29
H 0.53617 4.51556 2.31655 0.0 0.0 -0.2 0.29
H 2.89139 1.04611 3.09265 0.1 -0.3 0.1 0.34
H 3.04763 2.78055 3.13315 0.0 0.2 0.1 0.50
H 2.62310 1.97359 1.63187 0.0 0.0 -0.2 0.24
H 1.21292 1.92800 5.58047 0.3 0.2 0.1 0.52
H 0.54741 0.40538 5.04467 0.0 -0.3 0.0 0.32
H -0.51957 1.76156 5.39306 -0.2 0.1 0.0 0.23
```
Positions in Å, forces in eV/Å.

Properties
- charge = +1
- orbital gap (hartree) = 0.269
- E_tot (Eh) = -4117.098754